No. 1
C4H3N in the gas phase at a distorted geometry, computed with ωB97M-V/def2-TZVPD.

XYZ file:
```
8
Properties=species:S:1:pos:R:3
N 2.9278 -0.2383 -0.0035
C -0.6541 0.8695 0.1450
C -0.9164 -0.6025 -0.0270
C 1.8242 -0.0526 0.1422
C 0.4050 0.0289 0.1300
H -1.4303 -1.1174 0.7856
H -1.0791 1.8627 -0.0733
H -1.0771 -0.7504 -1.0991
```

The HOMO-LUMO gap comes out at 9.92 eV. For the electronic energy, the calculation gives -5683.0220 eV. The energy relative to the best compared isomer or geometry (same formula, charge and spin) comes out at 34.3 kcal/mol. As for the lowest unoccupied orbital energy: 0.054 eV.

---

No. 2
A gas-phase ion, C4H3N2 (charge +1) at a distorted geometry, computed with ωB97M-V/def2-TZVPD.

XYZ file:
```
9
Properties=species:S:1:pos:R:3
N 0.5629 3.2434 -3.3970
N 0.2935 -0.2765 -0.0725
C 0.0043 0.7449 -0.5782
C -0.0555 2.3876 -2.9067
C -0.6958 1.5123 -2.1053
C 0.3370 -1.3304 0.6474
H 1.4025 -1.6094 0.9495
H -1.7485 1.0792 -1.9943
H -0.6724 -1.7855 0.9551
```

The spin multiplicity is 3. The HOMO-LUMO gap (alpha / beta) comes out at 8.26 / 9.19 eV. For the electronic energy, the calculation gives -7162.1336 eV. The energy relative to the best compared isomer or geometry (same formula, charge and spin) comes out at 29.6 kcal/mol. As for the lowest unoccupied orbital energy (alpha / beta): -6.257 / -7.946 eV. The net charge is +1.

---

No. 3
2 unconnected molecules or ions with the total composition C4H3N3 at a distorted geometry, computed with ωB97M-V/def2-TZVPD.

XYZ file:
```
10
Properties=species:S:1:pos:R:3
N 1.9200 0.5643 0.5243
N -1.4477 0.0607 0.1167
N -0.6875 -2.2113 -2.5849
C 0.2312 -0.6896 -0.7953
C 1.1842 -0.2288 -0.0550
C -1.1483 1.0328 0.8737
C -0.2759 -1.4877 -1.7834
H -2.0689 1.5075 1.2661
H -0.2861 1.4031 1.3380
H 2.5791 0.0490 1.0998
```

The HOMO-LUMO gap (alpha / beta) comes out at 8.30 / 8.29 eV. For the electronic energy, the calculation gives -8661.6867 eV. The energy relative to the best compared isomer or geometry (same formula, charge and spin) comes out at 108.9 kcal/mol. As for the lowest unoccupied orbital energy (alpha / beta): -1.225 / -1.227 eV.

---

No. 4
C4H3N3 in the gas phase at a distorted geometry, computed with ωB97M-V/def2-TZVPD.

XYZ file:
```
10
Properties=species:S:1:pos:R:3
N -0.5253 2.0194 1.7382
N -0.1827 -0.3529 1.0137
N -0.5490 0.6021 -1.4643
C 0.4055 -0.3845 -1.3127
C -0.3782 0.9622 1.2836
C 0.5536 -0.8581 -0.0729
C -1.4427 1.2592 -1.0486
H 1.2243 -1.6760 0.1637
H -0.0651 -0.8506 1.8804
H 0.9597 -0.7207 -2.1812
```

The HOMO-LUMO gap comes out at 10.06 eV. For the electronic energy, the calculation gives -8663.9019 eV. The energy relative to the best compared isomer or geometry (same formula, charge and spin) comes out at 57.9 kcal/mol. As for the lowest unoccupied orbital energy: 0.445 eV.